# 1
{"formula": "C8H12BrN", "method": "ωB97M-V with the def2-TZVPD basis set", "symbols": ["Br", "C", "N", "C", "C", "C", "C", "H", "H", "H", "H", "H", "H", "C", "C", "C", "H", "H", "H", "H", "H", "H"], "positions_angstrom": [[-2.22, -0.82, -2.08], [-0.58, 0.10, -1.42], [0.46, -0.57, -1.64], [1.65, -0.07, -1.16], [1.68, 1.56, -1.21], [0.44, 2.06, -0.69], [-0.77, 1.40, -0.84], [2.53, -0.41, -1.82], [1.73, -0.49, -0.12], [1.93, 1.95, -2.19], [2.54, 1.81, -0.63], [0.53, 3.06, -0.32], [-1.79, 1.71, -0.51], [-0.27, -0.06, 1.98], [-1.29, -0.80, 1.51], [-1.22, -2.35, 1.41], [0.55, -0.63, 2.46], [-0.09, 0.99, 2.21], [-2.12, -0.36, 0.94], [-0.34, -2.77, 0.73], [-2.16, -2.73, 0.94], [-1.20, -2.60, 2.48]], "nbo_charge": [-0.046, 0.280, -0.446, -0.224, -0.488, -0.086, -0.333, 0.207, 0.217, 0.231, 0.227, 0.210, 0.255, -0.431, -0.168, -0.670, 0.179, 0.211, 0.198, 0.233, 0.223, 0.224], "smiles": "BrC1=NCCC=C1.C=CC", "homo_ha": -0.3373, "gap_ev": 9.3450, "relative_energy_kcal_mol": 36.7}

=====

# 2
{"formula": "C6H15N2", "method": "ωB97M-V with the def2-TZVPD basis set", "symbols": ["C", "C", "C", "N", "H", "H", "H", "H", "H", "H", "H", "H", "C", "C", "C", "N", "H", "H", "H", "H", "H", "H", "H"], "positions_angstrom": [[2.84, -0.64, -1.51], [2.36, -0.55, -0.06], [1.19, 1.59, -0.28], [1.23, 0.40, 0.11], [2.09, -1.11, -2.14], [3.10, 0.34, -1.90], [3.74, -1.24, -1.52], [1.97, -1.51, 0.27], [3.16, -0.24, 0.60], [0.31, 2.19, -0.13], [2.05, 2.01, -0.80], [0.37, -0.02, 0.50], [-1.60, 1.36, 1.58], [-1.80, -0.03, 1.09], [-2.18, -0.35, -0.14], [-2.29, -1.65, -0.65], [-1.76, 2.10, 0.80], [-2.31, 1.61, 2.37], [-0.61, 1.51, 2.03], [-1.55, -0.85, 1.77], [-2.42, 0.42, -0.87], [-3.00, -1.71, -1.36], [-2.48, -2.33, 0.07]], "nbo_charge": [-0.623, -0.239, 0.126, -0.390, 0.235, 0.213, 0.254, 0.233, 0.237, 0.236, 0.221, 0.465, -0.642, -0.356, 0.021, -0.804, 0.206, 0.246, 0.194, 0.206, 0.193, 0.388, 0.381], "homo_ha": -0.4370, "charge": 1, "gap_ev": 7.2450, "relative_energy_kcal_mol": 44.5}

=====

# 3
{"formula": "C34H29Cl5N2O3P2PdS2", "method": "ωB97M-V with the def2-TZVPD basis set", "symbols": ["Pd", "Cl", "C", "C", "C", "Cl", "C", "Cl", "C", "Cl", "C", "Cl", "O", "N", "O", "C", "O", "C", "S", "S", "H", "H", "H", "N", "P", "C", "C", "C", "C", "C", "C", "C", "C", "C", "C", "C", "C", "C", "C", "C", "C", "C", "C", "H", "H", "H", "H", "H", "H", "H", "H", "H", "H", "H", "H", "H", "H", "H", "C", "P", "C", "C", "C", "C", "C", "C", "C", "H", "H", "H", "H", "H", "H", "H", "H", "H", "H", "H"], "positions_angstrom": [[0.67, -0.83, -1.61], [-0.82, -3.06, 0.51], [-1.54, -2.88, -1.04], [-0.96, -2.07, -2.03], [-1.54, -2.20, -3.30], [-0.88, -1.41, -4.70], [-2.67, -2.98, -3.55], [-3.36, -3.07, -5.13], [-3.28, -3.68, -2.52], [-4.70, -4.60, -2.80], [-2.69, -3.64, -1.26], [-3.40, -4.55, 0.02], [2.93, 0.51, 0.62], [3.21, 0.78, -0.52], [2.49, 0.26, -1.45], [4.35, -3.31, -3.98], [3.70, -3.43, -2.70], [2.68, -2.64, -2.45], [2.03, -1.54, -3.54], [1.93, -2.76, -0.94], [5.16, -4.02, -3.96], [4.73, -2.30, -4.11], [3.64, -3.55, -4.77], [0.00, 0.09, 0.03], [-0.32, -0.05, 1.55], [0.16, 1.50, 2.39], [1.30, 1.58, 3.18], [1.66, 2.78, 3.76], [0.89, 3.92, 3.56], [-0.26, 3.84, 2.78], [-0.62, 2.64, 2.20], [-2.11, -0.12, 1.95], [-2.99, -0.59, 0.99], [-4.36, -0.66, 1.24], [-4.85, -0.24, 2.47], [-3.98, 0.26, 3.43], [-2.62, 0.32, 3.17], [0.44, -1.33, 2.61], [-0.24, -1.91, 3.68], [0.37, -2.88, 4.45], [1.67, -3.28, 4.17], [2.35, -2.71, 3.11], [1.74, -1.73, 2.33], [1.92, 0.70, 3.33], [2.56, 2.84, 4.37], [1.18, 4.86, 4.02], [-0.87, 4.72, 2.63], [-1.53, 2.58, 1.62], [-2.61, -0.89, 0.02], [-5.03, -1.04, 0.48], [-5.91, -0.29, 2.67], [-4.37, 0.60, 4.39], [-1.96, 0.72, 3.92], [-1.26, -1.62, 3.90], [-0.17, -3.33, 5.28], [2.14, -4.05, 4.77], [3.36, -3.02, 2.87], [2.27, -1.27, 1.52], [-0.71, 1.54, -4.07], [-0.31, 1.19, -2.33], [-1.88, 1.66, -1.56], [0.89, 2.49, -1.98], [1.92, 2.73, -2.89], [2.88, 3.69, -2.61], [2.83, 4.39, -1.41], [1.81, 4.15, -0.51], [0.84, 3.20, -0.79], [0.11, 1.29, -4.74], [-0.93, 2.60, -4.14], [-1.58, 0.97, -4.38], [-2.11, 2.69, -1.86], [-1.81, 1.57, -0.49], [-2.67, 1.00, -1.93], [1.99, 2.16, -3.80], [3.68, 3.86, -3.31], [3.59, 5.12, -1.19], [1.77, 4.68, 0.44], [0.06, 2.99, -0.08]], "lowdin_charge": [0.687, 0.756, -0.692, -0.289, -0.656, 0.675, -0.708, 0.680, -0.716, 0.690, -0.708, 0.692, -0.081, -0.162, -0.375, -0.079, -0.168, -1.199, 0.707, 0.729, 0.097, 0.088, 0.086, -0.365, 0.766, -0.277, -0.060, -0.067, -0.087, -0.084, -0.122, -0.297, -0.108, -0.071, -0.080, -0.074, -0.104, -0.355, -0.086, -0.077, -0.081, -0.066, -0.142, 0.101, 0.106, 0.102, 0.106, 0.105, 0.070, 0.106, 0.103, 0.104, 0.114, 0.093, 0.103, 0.102, 0.109, 0.046, -0.286, 0.891, -0.221, -0.374, -0.104, -0.074, -0.074, -0.061, -0.082, 0.031, 0.062, 0.003, 0.066, 0.000, 0.057, 0.102, 0.105, 0.104, 0.102, 0.066], "homo_ha": -0.2800, "gap_ev": 6.6462, "relative_energy_kcal_mol": 41.4}

=====

# 4
{"formula": "C44H48NO5PS", "method": "ωB97M-V with the def2-TZVPD basis set", "symbols": ["N", "C", "C", "O", "S", "O", "O", "P", "O", "O", "H", "H", "H", "H", "H", "H", "C", "C", "C", "C", "C", "C", "H", "H", "H", "H", "H", "H", "C", "C", "C", "C", "C", "C", "H", "H", "H", "H", "H", "H", "C", "C", "C", "C", "C", "C", "H", "H", "H", "H", "H", "H", "C", "C", "C", "C", "C", "C", "H", "H", "H", "H", "H", "H", "C", "C", "C", "C", "C", "C", "H", "H", "H", "H", "H", "H", "C", "C", "C", "C", "C", "C", "H", "H", "H", "H", "H", "H", "C", "C", "C", "C", "C", "C", "H", "H", "H", "H", "H", "H"], "positions_angstrom": [[1.87, -1.92, 1.52], [1.45, -0.93, 0.79], [0.64, 0.21, 1.53], [-0.14, 1.08, 0.67], [-1.33, 0.26, -0.17], [-1.44, 1.01, -1.46], [-2.85, 0.47, 0.55], [-3.26, -0.89, 1.50], [-2.42, -0.62, 2.98], [-2.59, -2.31, 0.79], [1.57, -1.76, 2.50], [1.72, -0.94, -0.30], [1.40, 0.87, 2.04], [0.04, -0.28, 2.35], [-2.98, 0.03, 3.45], [-3.05, -3.02, 1.27], [-0.63, 3.93, 4.59], [-0.80, 3.08, 3.50], [-0.65, 3.58, 2.21], [-0.33, 4.92, 2.01], [-0.16, 5.76, 3.11], [-0.31, 5.27, 4.40], [-0.75, 3.54, 5.60], [-1.04, 2.04, 3.65], [-0.79, 2.93, 1.36], [-0.21, 5.31, 1.01], [0.09, 6.81, 2.96], [-0.19, 5.92, 5.25], [-4.29, 1.04, -3.08], [-3.55, 2.15, -3.49], [-3.91, 2.84, -4.65], [-5.00, 2.42, -5.39], [-5.74, 1.31, -4.99], [-5.38, 0.62, -3.83], [-4.01, 0.51, -2.19], [-2.70, 2.48, -2.91], [-3.33, 3.70, -4.97], [-5.28, 2.96, -6.29], [-6.60, 0.99, -5.57], [-5.95, -0.24, -3.52], [-4.39, -2.24, 5.24], [-4.23, -3.09, 4.15], [-3.96, -4.43, 4.34], [-3.86, -4.94, 5.63], [-4.02, -4.10, 6.72], [-4.28, -2.75, 6.53], [-4.59, -1.19, 5.09], [-4.31, -2.69, 3.14], [-3.83, -5.09, 3.49], [-3.65, -6.00, 5.78], [-3.94, -4.50, 7.73], [-4.40, -2.09, 7.38], [-3.23, 10.45, 1.28], [-3.04, 9.62, 0.18], [-2.74, 8.27, 0.37], [-2.64, 7.76, 1.65], [-2.84, 8.59, 2.75], [-3.12, 9.93, 2.56], [-3.46, 11.50, 1.13], [-3.12, 10.02, -0.83], [-2.59, 7.62, -0.49], [-2.42, 6.71, 1.80], [-2.76, 8.18, 3.76], [-3.27, 10.58, 3.42], [3.04, -3.83, -4.43], [2.38, -2.90, -5.22], [1.52, -1.97, -4.63], [1.34, -1.97, -3.25], [2.01, -2.90, -2.46], [2.86, -3.83, -3.05], [3.71, -4.55, -4.89], [2.52, -2.90, -6.29], [1.00, -1.25, -5.25], [0.68, -1.25, -2.79], [1.87, -2.90, -1.39], [3.38, -4.56, -2.43], [5.01, -6.96, -1.61], [5.65, -6.34, -2.67], [6.12, -7.08, -3.74], [5.94, -8.46, -3.76], [5.29, -9.09, -2.70], [4.83, -8.34, -1.62], [4.65, -6.38, -0.77], [5.79, -5.26, -2.66], [6.63, -6.60, -4.57], [6.30, -9.05, -4.60], [5.15, -10.17, -2.71], [4.34, -8.83, -0.79], [4.46, 0.64, -1.13], [4.38, -0.47, -1.97], [5.38, -1.43, -1.95], [6.47, -1.28, -1.09], [6.55, -0.18, -0.25], [5.55, 0.79, -0.27], [3.68, 1.40, -1.15], [3.53, -0.58, -2.63], [5.32, -2.29, -2.60], [7.25, -2.04, -1.07], [7.39, -0.07, 0.42], [5.61, 1.65, 0.38]], "lowdin_charge": [0.085, -0.195, -0.223, -0.379, 0.941, -0.401, -0.538, 0.862, -0.303, -0.289, 0.050, 0.097, 0.145, 0.105, 0.046, 0.037, -0.094, -0.092, -0.083, -0.094, -0.108, -0.093, 0.099, 0.088, 0.077, 0.107, 0.104, 0.101, -0.091, -0.093, -0.094, -0.103, -0.104, -0.096, 0.080, 0.083, 0.098, 0.097, 0.097, 0.098, -0.098, -0.113, -0.090, -0.091, -0.092, -0.089, 0.097, 0.040, 0.100, 0.102, 0.102, 0.102, -0.100, -0.098, -0.091, -0.099, -0.096, -0.098, 0.099, 0.099, 0.101, 0.082, 0.100, 0.099, -0.089, -0.090, -0.089, -0.108, -0.104, -0.095, 0.098, 0.100, 0.103, 0.096, 0.089, 0.084, -0.100, -0.109, -0.095, -0.097, -0.097, -0.094, 0.102, 0.093, 0.101, 0.100, 0.100, 0.100, -0.099, -0.093, -0.086, -0.092, -0.098, -0.099, 0.100, 0.086, 0.090, 0.099, 0.099, 0.099], "homo_ha": -0.3317, "gap_ev": 9.2914, "relative_energy_kcal_mol": 39.2}